Record 1
{"formula": "C4H14N2O3P2", "method": "ωB97M-V/def2-TZVPD", "lumo_energy_ev": 0.761, "orbital_gap_ev": 9.925, "relative_energy_kj_mol": 486.42, "smiles": "CCP[P@](=O)(ON)[C@H](C)ON", "largest_force_ev_per_a": 4.37, "homo_ha": -0.337, "species": ["C", "C", "C", "C", "N", "N", "O", "O", "O", "P", "P", "H", "H", "H", "H", "H", "H", "H", "H", "H", "H", "H", "H", "H", "H"], "positions_angstrom": [[2.777, -2.624, -0.307], [-0.643, 2.602, 0.469], [1.456, -2.062, 0.128], [-1.200, 1.200, 0.536], [-1.556, 1.062, 2.916], [-1.426, 0.686, -2.993], [-1.485, -1.013, -0.775], [-0.857, 0.534, 1.738], [-0.402, 1.032, -2.102], [1.506, -0.201, 0.006], [-0.513, 0.051, -0.641], [2.996, -2.604, -1.296], [3.605, -2.229, 0.153], [2.882, -3.770, -0.158], [0.367, 2.415, 0.281], [-0.516, 3.072, 1.393], [-1.041, 3.164, -0.429], [1.228, -2.124, 1.187], [0.617, -2.712, -0.341], [-2.283, 1.363, 0.573], [-1.162, 0.831, 3.793], [-2.355, 0.444, 2.962], [-2.319, 1.201, -2.917], [-1.666, -0.257, -2.902], [1.988, -0.062, -1.273]], "lowdin_charge": [-0.2045, -0.0805, -0.5082, -0.5190, 0.0760, -0.0407, -0.3171, -0.2780, -0.3453, 0.8679, 0.5117, 0.0271, 0.0330, 0.1126, 0.0171, 0.0608, 0.1142, 0.0517, 0.1117, 0.1303, 0.0626, 0.0804, 0.0928, 0.0264, -0.0833]}

Record 2
{"formula": "C22H44Br4NiO10S4", "method": "ωB97M-V/def2-TZVPD", "lumo_energy_ev": [-0.320, -0.522], "s2": 2.006, "orbital_gap_ev": [8.038, 7.724], "relative_energy_kj_mol": 89.98, "multiplicity": 3, "largest_force_ev_per_a": 3.38, "homo_ha": [-0.307, -0.303], "species": ["Ni", "O", "C", "C", "O", "H", "H", "H", "H", "C", "C", "C", "S", "O", "O", "C", "H", "H", "H", "H", "H", "H", "H", "H", "C", "C", "C", "S", "O", "O", "C", "H", "H", "H", "H", "H", "H", "H", "H", "C", "C", "C", "S", "O", "O", "C", "H", "H", "H", "H", "H", "H", "H", "H", "C", "C", "C", "S", "O", "O", "C", "H", "H", "H", "H", "H", "H", "H", "H", "Br", "C", "C", "Br", "H", "H", "H", "H", "Br", "C", "C", "Br", "H", "H", "H", "H"], "positions_angstrom": [[-2.156, -0.877, 1.679], [-0.832, 0.604, 2.109], [0.199, 0.571, 1.161], [0.260, -0.750, 0.234], [-0.740, -1.688, 0.413], [1.157, 0.494, 1.683], [-0.006, 1.368, 0.438], [1.242, -1.243, 0.378], [0.383, -0.399, -0.807], [1.959, -4.200, -2.011], [1.618, -4.253, -0.517], [1.673, -5.702, -0.037], [3.287, -6.221, -0.772], [3.355, -7.546, -1.379], [4.333, -5.892, 0.160], [3.293, -4.961, -2.103], [1.940, -3.201, -2.433], [1.280, -4.872, -2.540], [0.608, -3.868, -0.363], [2.371, -3.705, 0.053], [0.904, -6.296, -0.533], [1.659, -5.808, 1.042], [3.311, -5.603, -2.983], [4.209, -4.378, -2.051], [1.252, 3.496, -1.608], [1.427, 4.244, -0.320], [2.911, 4.391, -0.117], [3.351, 5.090, -1.830], [4.684, 4.699, -2.258], [2.996, 6.489, -1.793], [1.979, 4.239, -2.713], [0.204, 3.372, -1.879], [1.777, 2.538, -1.563], [0.774, 3.903, 0.487], [0.924, 5.213, -0.466], [3.320, 3.387, 0.024], [3.471, 5.035, 0.555], [2.522, 3.618, -3.431], [1.489, 4.947, -3.381], [2.337, -1.792, 3.669], [2.190, -3.268, 3.242], [0.737, -3.475, 2.807], [-0.171, -2.486, 4.016], [-0.166, -3.363, 5.189], [-1.376, -1.996, 3.379], [1.034, -1.229, 4.269], [2.450, -1.113, 2.820], [3.142, -1.517, 4.348], [2.436, -3.956, 4.049], [2.947, -3.373, 2.466], [0.229, -4.428, 2.941], [0.528, -3.074, 1.812], [1.004, -0.842, 5.288], [0.663, -0.367, 3.703], [-3.847, 2.959, -1.219], [-5.283, 2.545, -1.518], [-5.469, 1.166, -0.892], [-3.838, 0.372, -0.882], [-3.772, -0.801, -1.715], [-3.327, 0.247, 0.493], [-2.972, 1.768, -1.697], [-3.790, 3.061, -0.130], [-3.497, 3.907, -1.624], [-5.439, 2.521, -2.600], [-6.037, 3.248, -1.165], [-6.105, 0.530, -1.505], [-5.809, 1.254, 0.138], [-3.043, 1.654, -2.774], [-1.959, 1.622, -1.328], [-1.117, -3.830, -4.360], [-1.096, -2.133, -3.326], [-0.164, -1.190, -4.081], [-0.581, 0.670, -3.606], [-0.674, -2.439, -2.376], [-2.098, -1.726, -3.295], [-0.144, -1.214, -5.165], [0.851, -1.413, -3.756], [-1.169, 4.290, 4.939], [-1.574, 4.143, 3.023], [-2.579, 5.187, 2.639], [-4.349, 4.871, 3.438], [-1.924, 3.125, 2.856], [-0.662, 4.221, 2.432], [-2.647, 5.257, 1.553], [-2.255, 6.170, 2.974]], "lowdin_charge": [0.8167, -0.3386, -0.3105, -0.3584, -0.3298, 0.0816, 0.0759, 0.0803, 0.0617, -0.2071, -0.2528, -0.1907, 0.6900, -0.3366, -0.3370, -0.2097, 0.1026, 0.0892, 0.1017, 0.1083, 0.1068, 0.0952, 0.0924, 0.1044, -0.2587, -0.2689, -0.1716, 0.7049, -0.3357, -0.3345, -0.2140, 0.0976, 0.1154, 0.0970, 0.1207, 0.1036, 0.1019, 0.0961, 0.1048, -0.1831, -0.1867, -0.2091, 0.7326, -0.3084, -0.3532, -0.2193, 0.0978, 0.1180, 0.1168, 0.1079, 0.1078, 0.0661, 0.1156, 0.0773, -0.2068, -0.2137, -0.1944, 0.7520, -0.3002, -0.3575, -0.2440, 0.1105, 0.1190, 0.1206, 0.1225, 0.1092, 0.1122, 0.0600, 0.0530, 0.6170, -0.6288, -0.6542, 0.7236, 0.0346, 0.0246, 0.0416, 0.0459, 0.6006, -0.6880, -0.7011, 0.5758, 0.0403, 0.0490, 0.0535, 0.0487]}

Record 3
{"formula": "C11H13N2O4", "method": "ωB97M-V/def2-TZVPD", "lumo_energy_ev": -4.668, "orbital_gap_ev": 7.029, "charge": 1, "relative_energy_kj_mol": 261.89, "largest_force_ev_per_a": 4.86, "homo_ha": -0.430, "species": ["N", "C", "C", "C", "C", "C", "C", "C", "O", "N", "C", "C", "C", "O", "C", "O", "H", "H", "H", "H", "H", "H", "H", "H", "H", "H", "O", "H", "H", "H"], "positions_angstrom": [[1.888, -1.508, 1.342], [1.982, -0.541, 0.278], [3.106, -0.482, -0.683], [3.102, 0.533, -1.744], [2.036, 1.541, -1.906], [0.934, 1.471, -0.980], [0.925, 0.440, 0.100], [-0.404, 0.677, 0.853], [-0.787, 0.354, 1.967], [-1.207, 1.390, -0.082], [-2.302, 0.694, -0.785], [-1.950, -0.930, -0.835], [-0.896, -1.332, -2.001], [-2.433, -1.630, -2.015], [-0.377, 2.303, -0.839], [-0.684, 3.379, -1.242], [1.981, -2.424, 0.896], [0.926, -1.436, 1.684], [3.924, -1.230, -0.615], [3.962, 0.532, -2.457], [2.042, 2.331, -2.690], [-2.339, 0.919, -1.878], [-3.292, 0.757, -0.274], [-1.875, -1.497, 0.164], [-0.556, -2.393, -2.074], [-0.914, -0.700, -2.917], [-1.565, -0.189, 4.817], [-1.432, -1.136, 5.032], [-2.485, 0.096, 5.005], [-1.311, 0.009, 3.880]], "lowdin_charge": [0.0928, -0.2153, 0.0096, -0.0282, 0.0094, -0.0424, -0.0208, -0.3383, 0.0537, -0.0083, -0.0377, -0.2145, 0.0047, -0.1447, -0.3364, 0.1788, 0.0992, 0.0620, 0.1133, 0.1113, 0.1225, 0.1417, 0.1259, 0.1431, 0.1116, 0.1145, 0.3422, 0.2027, 0.2047, 0.1428]}

Record 4
{"formula": "C4H8O2", "method": "ωB97M-V/def2-TZVPD", "lumo_energy_ev": 0.135, "orbital_gap_ev": 7.130, "relative_energy_kj_mol": 592.83, "largest_force_ev_per_a": 0.31, "homo_ha": -0.257, "species": ["C", "C", "O", "C", "C", "O", "H", "H", "H", "H", "H", "H", "H", "H"], "positions_angstrom": [[-1.046, 0.389, -1.056], [-0.043, 0.451, 0.079], [0.078, 1.733, 0.651], [-0.038, -0.646, 1.023], [1.383, -0.007, -0.299], [1.371, -1.529, 0.153], [-2.069, 0.590, -0.709], [-1.034, -0.601, -1.525], [-0.767, 1.122, -1.817], [-0.816, 2.072, 0.791], [0.410, -0.455, 1.993], [-0.681, -1.523, 0.958], [2.098, 0.418, 0.415], [1.153, -2.013, -0.658]], "lowdin_charge": [-0.0249, -0.6894, 0.0030, 0.1113, -0.0266, -0.1469, 0.0849, 0.0854, 0.0910, 0.1025, 0.1273, 0.1173, 0.0693, 0.0957]}

Record 5
{"formula": "C36H72O18S9", "method": "ωB97M-V/def2-TZVPD", "lumo_energy_ev": 0.011, "orbital_gap_ev": 9.903, "relative_energy_kj_mol": 445.30, "smiles": "O=S1(=O)CCCC1.O=S1(=O)CCCC1.O=S1(=O)CCCC1.O=S1(=O)CCCC1.O=S1(=O)CCCC1.O=S1(=O)CCCC1.O=S1(=O)CCCC1.O=S1(=O)CCCC1.O=S1(=O)CCCC1", "largest_force_ev_per_a": 3.70, "homo_ha": -0.364, "species": ["C", "C", "C", "S", "O", "O", "C", "H", "H", "H", "H", "H", "H", "H", "H", "C", "C", "C", "S", "O", "O", "C", "H", "H", "H", "H", "H", "H", "H", "H", "C", "C", "C", "S", "O", "O", "C", "H", "H", "H", "H", "H", "H", "H", "H", "C", "C", "C", "S", "O", "O", "C", "H", "H", "H", "H", "H", "H", "H", "H", "C", "C", "C", "S", "O", "O", "C", "H", "H", "H", "H", "H", "H", "H", "H", "C", "C", "C", "S", "O", "O", "C", "H", "H", "H", "H", "H", "H", "H", "H", "C", "C", "C", "S", "O", "O", "C", "H", "H", "H", "H", "H", "H", "H", "H", "C", "C", "C", "S", "O", "O", "C", "H", "H", "H", "H", "H", "H", "H", "H", "C", "C", "C", "S", "O", "O", "C", "H", "H", "H", "H", "H", "H", "H", "H"], "positions_angstrom": [[7.867, -2.589, -2.779], [8.078, -1.198, -2.279], [6.971, -0.155, -2.616], [6.043, -0.999, -3.993], [6.050, -0.111, -5.194], [4.795, -1.517, -3.440], [7.227, -2.428, -4.196], [7.267, -3.113, -2.034], [8.812, -3.129, -2.839], [9.019, -0.968, -2.778], [8.524, -1.138, -1.286], [7.410, 0.803, -2.895], [6.237, 0.102, -1.853], [8.040, -2.078, -4.832], [6.775, -3.296, -4.677], [-3.686, -2.429, -5.119], [-3.136, -1.028, -5.610], [-4.357, -0.130, -5.729], [-5.760, -1.224, -6.373], [-6.046, -1.080, -7.821], [-6.892, -1.068, -5.448], [-4.859, -2.791, -6.031], [-3.975, -2.374, -4.069], [-2.844, -3.121, -5.148], [-2.617, -1.059, -6.568], [-2.430, -0.630, -4.881], [-4.391, 0.897, -6.092], [-4.636, 0.034, -4.688], [-4.457, -2.952, -7.031], [-5.515, -3.586, -5.678], [-2.679, -1.849, 6.421], [-1.752, -2.920, 5.840], [-0.792, -3.390, 6.970], [-0.319, -1.835, 7.810], [0.855, -1.342, 7.074], [-0.336, -1.957, 9.288], [-1.815, -0.892, 7.275], [-3.433, -2.195, 7.128], [-3.289, -1.345, 5.670], [-1.265, -2.504, 4.958], [-2.333, -3.765, 5.470], [-0.033, -4.078, 6.597], [-1.432, -3.832, 7.733], [-1.432, -0.065, 6.678], [-2.284, -0.488, 8.172], [-5.505, -7.675, 1.861], [-6.590, -7.553, 0.732], [-6.047, -8.026, -0.549], [-4.213, -7.945, -0.504], [-3.726, -6.841, -1.286], [-3.653, -9.306, -0.797], [-4.132, -7.349, 1.178], [-5.427, -8.688, 2.254], [-5.758, -7.012, 2.688], [-6.713, -6.476, 0.620], [-7.578, -7.988, 0.879], [-6.434, -7.567, -1.459], [-6.247, -9.096, -0.611], [-3.976, -6.272, 1.248], [-3.238, -7.713, 1.684], [2.400, 5.195, -2.886], [0.986, 5.700, -2.458], [-0.092, 4.960, -3.225], [0.660, 4.652, -4.899], [0.099, 5.669, -5.869], [0.482, 3.240, -5.327], [2.421, 4.995, -4.417], [2.480, 4.224, -2.398], [3.154, 5.829, -2.420], [1.041, 6.777, -2.621], [0.871, 5.649, -1.376], [-1.061, 5.443, -3.355], [-0.318, 3.973, -2.821], [2.727, 5.797, -5.090], [3.030, 4.153, -4.746], [2.938, -7.701, -2.872], [2.485, -9.031, -2.339], [2.150, -8.935, -0.817], [2.511, -7.136, -0.457], [3.910, -7.054, -0.038], [1.377, -6.650, 0.345], [2.317, -6.528, -2.159], [2.765, -7.740, -3.947], [4.023, -7.644, -2.785], [3.278, -9.722, -2.625], [1.543, -9.247, -2.842], [2.612, -9.587, -0.076], [1.082, -9.038, -0.622], [2.712, -5.527, -2.329], [1.245, -6.480, -2.355], [4.328, 8.197, 5.258], [4.622, 8.968, 3.893], [4.289, 8.065, 2.639], [3.951, 6.387, 3.350], [4.755, 5.408, 2.568], [2.521, 6.185, 3.547], [4.703, 6.770, 4.971], [3.288, 8.233, 5.581], [5.004, 8.622, 6.000], [5.673, 9.233, 3.775], [4.191, 9.963, 3.782], [4.902, 7.963, 1.744], [3.306, 8.383, 2.290], [5.755, 6.796, 4.686], [4.578, 5.994, 5.727], [-5.254, 8.180, 2.012], [-4.431, 7.138, 1.276], [-3.173, 6.952, 2.101], [-2.599, 8.645, 2.537], [-1.900, 9.196, 1.312], [-2.101, 8.770, 3.891], [-4.374, 9.316, 2.502], [-5.757, 7.733, 2.870], [-6.073, 8.389, 1.323], [-4.113, 7.517, 0.305], [-5.070, 6.271, 1.107], [-2.333, 6.377, 1.710], [-3.429, 6.520, 3.069], [-4.340, 10.130, 1.778], [-4.508, 9.857, 3.439], [0.945, -0.409, 0.540], [0.528, 0.236, 1.848], [-0.854, 0.895, 1.414], [-1.728, -0.270, 0.282], [-2.144, 0.597, -0.831], [-2.649, -1.166, 0.963], [-0.249, -1.259, -0.048], [1.775, -1.110, 0.630], [1.337, 0.362, -0.123], [1.208, 1.034, 2.145], [0.330, -0.476, 2.650], [-0.514, 1.701, 0.763], [-1.506, 1.404, 2.125], [-0.187, -1.437, -1.121], [-0.469, -2.177, 0.497]], "lowdin_charge": [-0.2397, -0.2536, -0.1778, 0.7341, -0.3692, -0.3501, -0.1860, 0.1133, 0.1155, 0.1081, 0.1163, 0.0963, 0.0932, 0.0977, 0.1014, -0.2052, -0.2143, -0.2080, 0.7335, -0.3610, -0.3674, -0.2198, 0.1136, 0.1090, 0.1112, 0.1117, 0.1052, 0.0912, 0.0948, 0.1068, -0.2204, -0.2203, -0.2061, 0.7282, -0.3572, -0.3570, -0.2082, 0.1093, 0.1125, 0.1113, 0.1107, 0.1098, 0.0956, 0.0954, 0.0968, -0.1776, -0.2320, -0.2466, 0.7106, -0.3416, -0.3523, -0.2312, 0.1061, 0.1077, 0.1149, 0.1202, 0.1130, 0.1006, 0.1040, 0.1037, -0.2045, -0.2354, -0.2081, 0.7601, -0.3801, -0.3697, -0.1996, 0.1082, 0.1126, 0.1129, 0.1114, 0.1027, 0.0977, 0.0961, 0.0964, -0.2853, -0.2151, -0.1731, 0.7175, -0.3376, -0.3697, -0.2077, 0.1194, 0.1127, 0.1168, 0.1131, 0.0990, 0.0896, 0.1125, 0.1083, -0.2028, -0.1826, -0.1966, 0.7132, -0.3731, -0.3410, -0.2466, 0.1140, 0.1119, 0.1003, 0.1038, 0.0962, 0.0882, 0.1011, 0.1138, -0.2394, -0.2324, -0.2301, 0.7517, -0.3778, -0.3430, -0.1905, 0.1141, 0.1163, 0.1172, 0.1218, 0.1035, 0.1009, 0.0923, 0.0949, -0.2178, -0.1893, -0.2109, 0.6923, -0.3588, -0.3489, -0.1989, 0.1105, 0.1156, 0.1142, 0.1076, 0.0848, 0.0978, 0.1021, 0.0983]}

Record 6
{"formula": "C23H16CrO6P", "method": "ωB97M-V/def2-TZVPD", "lumo_energy_ev": [-2.922, -5.552], "s2": 6.040, "orbital_gap_ev": [7.433, 6.639], "charge": 1, "relative_energy_kj_mol": 0.00, "multiplicity": 5, "largest_force_ev_per_a": 8.64, "homo_ha": [-0.381, -0.448], "species": ["O", "C", "Cr", "O", "C", "C", "O", "C", "O", "C", "O", "H", "O", "P", "C", "C", "C", "C", "C", "C", "C", "C", "C", "C", "C", "C", "C", "C", "C", "C", "C", "C", "H", "H", "H", "H", "H", "H", "H", "H", "H", "H", "H", "H", "H", "H", "H"], "positions_angstrom": [[0.876, 1.072, -7.791], [0.242, 0.870, -6.857], [-1.009, -0.895, -2.771], [-2.189, 1.103, -4.768], [-1.608, 0.502, -3.952], [-2.583, -0.844, -1.696], [-3.522, -0.745, -1.025], [0.239, -2.035, -1.941], [0.911, -2.856, -1.440], [-1.624, -2.264, -3.838], [-1.998, -3.169, -4.477], [0.255, -0.829, -3.681], [-0.364, 0.470, -1.345], [0.128, 0.378, 0.102], [-0.959, -0.684, 1.094], [-2.135, -0.136, 1.617], [-3.011, -0.914, 2.370], [-2.728, -2.271, 2.572], [-1.567, -2.838, 2.029], [-0.688, -2.037, 1.290], [1.806, -0.268, 0.212], [2.674, -0.269, -0.888], [3.967, -0.771, -0.755], [4.394, -1.279, 0.475], [3.537, -1.280, 1.581], [2.246, -0.769, 1.445], [0.008, 1.954, 0.959], [0.237, 1.950, 2.343], [0.058, 3.105, 3.100], [-0.356, 4.278, 2.448], [-0.587, 4.295, 1.067], [-0.406, 3.128, 0.320], [-2.355, 0.921, 1.456], [-3.919, -0.447, 2.777], [-3.427, -2.887, 3.143], [-1.342, -3.905, 2.156], [0.209, -2.485, 0.861], [2.343, 0.127, -1.849], [4.634, -0.773, -1.623], [5.401, -1.686, 0.571], [3.851, -1.673, 2.550], [1.571, -0.769, 2.302], [0.535, 1.022, 2.829], [0.243, 3.073, 4.177], [-0.494, 5.190, 3.034], [-0.907, 5.218, 0.571], [-0.588, 3.124, -0.753]], "lowdin_charge": [0.0363, 0.0308, 0.2566, 0.1362, -0.1037, -0.0419, 0.2060, -0.1380, 0.1619, -0.1135, 0.2025, 0.0696, -0.4330, 0.8672, -0.2962, -0.0909, -0.0550, -0.0517, -0.0473, -0.0864, -0.2830, -0.0783, -0.0560, -0.0519, -0.0486, -0.0846, -0.2877, -0.0823, -0.0523, -0.0576, -0.0610, -0.0614, 0.1226, 0.1222, 0.1160, 0.1187, 0.0940, 0.1131, 0.1188, 0.1158, 0.1171, 0.1018, 0.1007, 0.1166, 0.1137, 0.1160, 0.1082]}